Computed, not measured: a cluster of 2 separate species, C28H49NO6P in total at a distorted geometry, with ωB97M-V with the def2-TZVPD basis set.

The geometry in XYZ format:
```
85
C28H49NO6P | OMol25 | ωB97M-V with the def2-TZVPD basis set
C 6.2055 5.9154 2.2263
O 6.3361 5.8857 0.8130
C 5.8848 4.6626 0.2551
C 4.4300 4.7504 -0.2421
C 3.9290 3.3361 -0.6554
C 2.9536 3.3835 -1.8577
C 1.7842 2.3431 -1.7924
C 2.2087 0.9759 -1.2312
C 1.0326 -0.0467 -1.1054
C -0.2887 0.6075 -0.6779
C -1.3184 -0.3866 -0.0940
C -2.7990 -0.0329 -0.3980
P -3.3694 1.6503 0.1006
C -3.0310 1.7393 1.9394
O -3.3226 3.0813 2.2853
O -3.4363 3.2172 3.6894
O -2.3702 2.8323 -0.5415
C -3.0388 3.7802 -1.3119
O -2.6048 4.0184 -2.4152
C -4.2320 4.5476 -0.8049
C -4.1628 5.4230 0.2569
C -5.2818 6.1268 0.6439
C -6.4883 5.9775 -0.0068
C -6.5354 5.0912 -1.0669
C -5.4345 4.3786 -1.4698
H 6.1171 6.9675 2.5209
H 5.2551 5.4258 2.5005
H 7.0560 5.4315 2.7285
H 5.9371 3.8958 1.0527
H 6.5606 4.3045 -0.5350
H 3.8447 5.1581 0.5953
H 4.3739 5.4633 -1.0755
H 3.4961 2.8863 0.2425
H 4.8322 2.8073 -0.9997
H 2.4588 4.3668 -1.8051
H 3.4818 3.3662 -2.8175
H 0.9741 2.8290 -1.2396
H 1.4648 2.1877 -2.8341
H 2.7093 1.0199 -0.2581
H 2.9507 0.5636 -1.9345
H 0.9388 -0.6316 -2.0341
H 1.3543 -0.7630 -0.3256
H -0.7256 1.1112 -1.5480
H -0.0543 1.3536 0.0937
H -1.1405 -0.5069 0.9864
H -1.0900 -1.3752 -0.5424
H -3.4142 -0.7790 0.1314
H -2.9858 -0.2185 -1.4642
H -1.9369 1.6070 2.0842
H -3.6232 1.0107 2.5085
H -2.8976 2.5145 4.0872
H -3.2248 5.5935 0.7811
H -5.1737 6.8302 1.4685
H -7.3582 6.5536 0.2961
H -7.4781 4.9818 -1.6025
H -5.5136 3.7146 -2.3278
C -0.2956 -6.4506 -1.8811
C 0.5706 -5.4783 -1.0538
C 1.8359 -6.1815 -0.5297
C 1.5829 -7.1296 0.6413
C 0.8422 -6.4172 1.7732
C -0.4657 -5.7469 1.3183
N -0.2381 -4.8907 0.0870
O 0.2701 -3.8465 0.4243
C -1.5338 -6.8359 1.0551
C -1.0539 -4.9332 2.4778
C 0.9908 -4.4197 -2.0813
H -0.6774 -7.3012 -1.3252
H -1.1480 -5.9312 -2.3214
H 0.2912 -6.8683 -2.6970
H 2.5625 -5.4266 -0.2088
H 2.3057 -6.7259 -1.3480
H 1.0250 -8.0055 0.3030
H 2.5379 -7.5019 1.0156
H 0.6201 -7.1281 2.5689
H 1.5088 -5.6647 2.2090
H -2.3745 -6.4401 0.4837
H -1.9311 -7.2092 1.9963
H -1.1435 -7.7127 0.5447
H -0.3613 -4.1849 2.8631
H -1.2958 -5.5911 3.3084
H -1.9735 -4.4282 2.1749
H 0.1308 -3.8597 -2.4519
H 1.4596 -4.9071 -2.9337
H 1.7188 -3.7111 -1.6856
```

Summary:
E_tot   -52880.950 eV
HOMO level   -10.27 eV
Total charge   +1

Computed, not measured: a structure of composition C28H50ClF9OOsP2Si2 at a distorted geometry, with ωB97M-V with the def2-TZVPD basis set.

The geometry in XYZ format:
```
94
C28H50ClF9OOsP2Si2 | OMol25 | ωB97M-V with the def2-TZVPD basis set
Os -0.1179 -0.0458 -0.6251
C 2.0501 -0.1759 -2.1384
C 1.2876 -1.3820 -2.3059
C -0.0162 -0.9547 -2.8183
Si 1.9797 -3.0421 -1.8597
C -0.0171 0.4678 -2.9436
C 1.2862 0.9811 -2.5163
Si 1.9755 2.6932 -2.3652
H 3.0465 -0.1396 -1.7417
H -0.7948 -1.6148 -3.1445
H -0.7987 1.0588 -3.3783
Cl -5.4235 0.1432 1.4977
C 3.8360 2.5989 -2.2649
C 1.4844 3.7560 -3.8123
C 3.8390 -2.9212 -1.7670
C 1.4977 -4.3405 -3.1016
H 2.1431 3.5417 -4.6759
H 1.6019 4.8276 -3.5755
H 0.4503 3.6052 -4.1533
H 4.1702 2.0765 -1.3546
H 4.2704 3.6089 -2.2457
H 4.2648 2.0685 -3.1322
H 2.1360 -4.2566 -4.0021
H 0.4543 -4.2743 -3.4412
H 1.6487 -5.3549 -2.6930
H 4.2720 -2.5494 -2.7111
H 4.2782 -3.9093 -1.5667
H 4.1636 -2.2440 -0.9606
C 1.3339 3.3773 -0.7231
C 1.3330 -3.4332 -0.1253
P -0.3031 2.6662 -0.3141
H 1.3853 4.4933 -0.6798
H 2.0248 3.0028 0.0602
P -0.3081 -2.6636 0.1445
H 2.0165 -2.9334 0.5812
H 1.3792 -4.5255 0.1066
C -0.8010 -3.0809 1.8982
C -1.4235 -3.7460 -0.9249
C -1.4177 3.5470 -1.5587
C -0.8047 3.4059 1.3360
C -0.5974 2.4461 2.4483
H -1.8929 3.5892 1.2360
C -0.1259 4.7178 1.6936
H 0.9400 4.5681 1.9077
H -0.5827 5.1485 2.6003
H -0.2053 5.4803 0.9009
H -1.0523 1.4569 2.2041
H -1.0758 2.7479 3.3681
H 0.4516 2.2457 2.6579
H -0.9732 3.2410 -2.5213
C -1.4141 5.0726 -1.5074
C -2.8401 3.0062 -1.5120
H -0.4061 5.4983 -1.5076
H -1.9568 5.4456 -0.6298
H -1.9351 5.4681 -2.3999
H -2.8792 1.9574 -1.8419
H -3.4847 3.5975 -2.1797
H -3.2662 3.0568 -0.5050
H -0.9823 -3.6119 -1.9277
C -2.8436 -3.2029 -0.9660
C -1.4156 -5.2385 -0.6083
H -0.4067 -5.6557 -0.5405
H -1.9411 -5.7848 -1.4144
H -1.9521 -5.4524 0.3251
H -2.8800 -2.2195 -1.4572
H -3.2713 -3.0927 0.0359
H -3.4894 -3.8913 -1.5326
C -0.6025 -2.0351 2.8708
C -0.1273 -4.3281 2.4838
H -1.8961 -3.3003 1.8362
H 0.9371 -4.1417 2.6675
H -0.2044 -5.2189 1.8357
H -0.5843 -4.5957 3.4508
H 0.4796 -1.7610 3.0097
H -1.0826 -2.0946 3.7989
H -1.1266 -1.0559 2.3962
C -2.1878 0.0264 0.1070
H -2.8477 -0.0439 -0.7770
H -2.5952 -0.7961 0.7898
H -2.5857 0.9560 0.6406
F 2.0230 -0.8789 1.2769
C 1.7502 -0.1516 2.3776
F 2.5008 -0.6780 3.2930
F 2.1899 1.1247 2.0135
C 0.0847 0.0408 2.8461
O -0.0796 0.0487 1.3881
C -1.8160 0.2295 3.9500
F -1.5964 -0.4773 5.0673
F -2.2268 1.4100 4.2883
F -2.7649 -0.3505 3.2473
C 0.7203 0.6898 4.3847
F 0.8954 -0.4153 5.1145
F 1.8822 1.3440 4.2819
F -0.0438 1.5263 5.0302
```

Summary:
E_tot   -105662.439 eV
HOMO level (alpha / beta)   -5.80 / -7.65 eV
Spin multiplicity   5
⟨S²⟩   6.061

Computed, not measured: a structure of composition C28H50InO4S2 at a distorted geometry, with ωB97M-V with the def2-TZVPD basis set.

The geometry in XYZ format:
```
85
C28H50InO4S2 | OMol25 | ωB97M-V with the def2-TZVPD basis set
C -2.6863 -1.2438 -0.1303
C -1.7345 -1.3588 0.7885
In -0.6028 -1.4987 2.7871
C -0.5519 -3.6966 3.3029
C 0.8911 -4.4096 3.0282
C 0.9109 -5.3315 1.7071
C 0.5037 -4.5684 0.3401
C 1.4286 -0.5679 2.4110
C 2.3206 -1.3232 1.2995
C 2.1208 -0.8001 -0.2132
C 2.3728 0.7754 -0.4265
C 1.7167 1.2259 -1.8575
C 0.1133 1.0661 -1.9127
C -0.4033 0.6159 -3.3924
C -2.0030 0.3594 -3.3138
C -2.4717 -1.0860 -3.8543
C -1.6901 -2.3389 -3.2002
C -1.0170 -3.3425 -4.2674
O -1.5703 -0.3194 4.2411
C -2.7186 -0.9521 4.7663
O -2.8149 -1.3969 5.9676
C -4.0207 -1.2053 3.8277
C -4.9624 -2.4257 4.1001
C -6.1847 -2.6586 3.1362
C -6.5115 -1.7230 1.9182
C -5.6075 -0.4717 1.6545
C -4.3757 -0.2549 2.6365
H -3.6637 -1.1697 -0.7434
H -0.7820 -3.7998 4.4252
H -1.3410 -4.2870 2.6964
H 1.0686 -5.1294 3.9263
H 1.7473 -3.6404 3.0767
H 0.1993 -6.2420 1.8039
H 1.9672 -5.7804 1.5366
H 0.3465 -3.4316 0.4883
H -0.4571 -5.0682 -0.0848
H 1.3286 -4.7757 -0.4558
H 2.0085 -0.6587 3.4194
H 1.2816 0.5557 2.2354
H 2.1776 -2.4709 1.2738
H 3.4326 -1.1380 1.5744
H 1.1037 -1.1779 -0.5886
H 2.9222 -1.3465 -0.8611
H 1.9959 1.4460 0.4232
H 3.5123 0.9635 -0.5536
H 2.1437 0.5491 -2.6999
H 1.9515 2.3328 -2.1044
H -0.3277 0.3260 -1.1533
H -0.4010 2.0875 -1.6967
H 0.0961 -0.3430 -3.7775
H -0.1826 1.4862 -4.1330
H -2.4922 1.1462 -4.0126
H -2.3422 0.5986 -2.2384
H -2.2769 -1.1053 -4.9856
H -3.6014 -1.1805 -3.5965
H -0.9402 -1.9222 -2.4136
H -2.4634 -2.9443 -2.5792
H -0.0299 -2.8577 -4.6321
H -1.7721 -3.5157 -5.1122
H -0.7509 -4.3209 -3.6961
H -4.7380 -3.1216 4.9882
H -6.8574 -3.5619 3.3484
H -7.4095 -1.9687 1.2549
H -5.8198 0.2248 0.7747
H -3.7155 0.6664 2.3983
C 2.2657 5.8112 -2.2464
S 0.5140 5.4358 -2.4631
O 0.4215 4.0695 -3.0627
C 0.2226 6.6297 -3.7876
H 2.6682 5.1455 -1.4805
H 2.8021 5.6505 -3.1843
H 2.3807 6.8470 -1.9207
H 0.8826 6.4198 -4.6317
H 0.4001 7.6402 -3.4140
H -0.8162 6.5417 -4.1100
C 5.8468 5.4596 1.7788
S 5.1278 4.1989 0.7034
O 3.8998 4.7862 0.0829
C 4.5899 3.1005 2.0316
H 6.2173 6.2749 1.1553
H 5.0879 5.8436 2.4636
H 6.6775 5.0291 2.3413
H 3.9082 3.6293 2.7006
H 5.4604 2.7447 2.5862
H 4.0724 2.2486 1.5871
```

Summary:
E_tot   -64870.576 eV
HOMO level   -5.12 eV
Total charge   -1

Computed, not measured: a cluster of 2 separate species, C28H51BrClN3O9PS in total at a distorted geometry, with ωB97M-V with the def2-TZVPD basis set.

The geometry in XYZ format:
```
95
C28H51BrClN3O9PS | OMol25 | ωB97M-V with the def2-TZVPD basis set
C 2.7231 0.2727 2.7454
C 4.0021 -0.5545 3.3711
C 4.4082 -1.7652 2.3318
C 5.7361 -1.4407 1.4215
C 5.5017 -0.1588 0.3733
C 4.7323 -0.7596 -0.9464
C 3.9973 0.3918 -1.8647
C 2.4263 -0.0699 -2.0389
C 1.5045 1.0195 -2.8589
C 0.3114 1.5792 -1.8288
C -1.1837 1.0816 -2.2749
N -1.8714 0.1771 -1.2278
C -3.1307 0.3902 -0.7245
N -3.9583 1.5926 -1.0997
C -3.7902 2.9006 -0.4091
C -2.2776 3.4452 -0.1299
C -2.4721 5.0227 0.4034
Br -1.3553 2.5321 1.4448
C -5.3528 1.1528 -0.6038
C -6.6155 2.1822 -0.7484
C -8.0252 1.4934 -1.2319
C -9.2374 2.2177 -0.3945
C -10.0646 3.3337 -1.3147
O -10.9385 2.8903 -2.2460
O -9.9047 4.8062 -1.1069
C -5.1736 0.2135 0.7261
O -6.4513 -0.5085 0.7630
S -5.1042 0.9382 2.4439
N -3.9007 -0.5231 0.2566
C -4.2732 -1.9037 -0.3044
C -4.4983 -3.0372 0.9044
C -3.4114 -4.2686 0.8445
O -2.9265 -4.8444 -0.2599
O -2.9468 -4.7928 2.1702
P -0.7796 -1.2044 -0.7652
O -1.2498 -1.8904 0.7850
Cl -0.9393 -2.7273 -2.3043
H 3.0985 1.3304 2.4121
H 1.8304 0.3343 3.5280
H 2.2795 -0.2586 1.7863
H 4.9489 0.1020 3.5890
H 3.6231 -0.9930 4.4147
H 3.4670 -2.0939 1.6784
H 4.6716 -2.7020 3.0015
H 5.9369 -2.4101 0.7624
H 6.6573 -1.2376 2.1456
H 6.5600 0.2162 0.0448
H 4.9072 0.6998 0.9293
H 5.4372 -1.3830 -1.6604
H 3.8879 -1.4844 -0.5627
H 4.5216 0.4772 -2.9195
H 4.0266 1.4510 -1.3175
H 2.3472 -1.1103 -2.5963
H 1.9730 -0.2406 -0.9684
H 1.0716 0.5907 -3.8580
H 2.2352 1.9121 -3.1541
H 0.3250 2.7628 -1.9838
H 0.5606 1.3969 -0.7002
H -1.0462 0.4219 -3.2593
H -1.8317 2.0000 -2.5906
H -4.3614 3.0180 0.6304
H -4.3055 3.7231 -1.1075
H -1.5866 3.5448 -1.0679
H -1.4703 5.6509 0.2884
H -2.6716 4.9314 1.5703
H -3.4010 5.5507 -0.0715
H -5.6123 0.3349 -1.4362
H -6.7101 2.8220 0.2510
H -6.3197 2.9802 -1.5854
H -8.1755 1.7832 -2.3790
H -8.0293 0.3230 -1.1967
H -10.0271 1.4349 0.0266
H -8.8687 2.8226 0.5612
H -10.0863 5.0204 -0.1294
H -6.8209 -0.5592 1.7068
H -3.7463 1.1507 2.7214
H -3.3989 -2.3738 -0.9675
H -5.1969 -1.8591 -1.0528
H -5.6196 -3.4150 0.9561
H -4.2965 -2.4652 1.9278
H -2.0665 -4.3753 2.4200
H -0.4265 -2.2587 1.2662
C 11.1506 -3.8848 0.4959
C 9.8578 -3.1209 0.6974
C 9.0627 -2.9335 -0.5591
O 8.3180 -1.7619 -0.2723
C 9.0642 -1.0415 0.6212
O 8.8256 0.1068 0.9512
O 10.1131 -1.7833 1.0895
H 11.7792 -3.8163 1.3900
H 10.9542 -4.9398 0.2824
H 11.7355 -3.4658 -0.3302
H 9.2617 -3.5931 1.4878
H 8.3963 -3.7757 -0.7647
H 9.6802 -2.7407 -1.4438
```

Summary:
E_tot   -155430.900 eV
HOMO level   -12.03 eV
Total charge   +1
Energy above the lowest of the compared OMol25 structures with the same formula, charge and spin   1478.7 kJ/mol

Computed, not measured: a cluster of 3 separate species, C28H51BrI2N3O4 in total at a distorted geometry, with ωB97M-V with the def2-TZVPD basis set.

The geometry in XYZ format:
```
89
C28H51BrI2N3O4 | OMol25 | ωB97M-V with the def2-TZVPD basis set
C 2.0885 2.6009 -6.0359
C 0.6962 2.2342 -6.7732
I 0.8043 2.1921 -8.9669
C -0.5208 1.9802 -6.0663
I -0.5057 2.0473 -3.8586
N -1.7715 1.7075 -6.7961
C -2.0591 0.2474 -6.9899
Br -0.6333 -0.9575 -6.1997
C -3.4734 -0.0803 -6.2729
C -4.7385 0.5864 -7.0007
C -5.2712 1.9446 -6.3348
C -5.9886 1.7198 -4.8911
C -6.4534 2.4916 -7.3244
C -2.1119 -0.1721 -8.5703
O -2.3613 0.7722 -9.4094
O -1.8609 -1.4553 -8.9881
H 2.9498 2.4643 -6.7923
H 2.0435 3.7427 -5.8410
H 2.2553 2.0222 -5.0701
H -2.5188 2.0315 -6.1451
H -3.6754 -1.2189 -6.2447
H -3.3975 0.2274 -5.1575
H -5.6057 -0.1775 -6.9052
H -4.6100 0.7781 -8.1179
H -4.4928 2.7874 -6.2894
H -6.5846 0.7334 -4.9890
H -6.7624 2.5397 -4.6656
H -5.2337 1.7055 -4.0351
H -6.9596 1.5394 -7.7481
H -6.0302 3.0420 -8.2402
H -7.2261 3.1153 -6.7586
C 0.4596 -0.7483 2.0671
C -0.8649 -0.5154 1.2934
C -1.9249 -1.5592 1.7152
C -1.7019 -2.9469 1.1261
C -1.5162 -2.8753 -0.3847
C -0.4095 -1.8862 -0.8053
N -0.5807 -0.5374 -0.1756
O -1.6189 0.0923 -0.8078
C 0.9716 -2.4824 -0.4392
C -0.3692 -1.8134 -2.3517
C -1.3555 0.8715 1.7894
H 1.3286 -0.4382 1.4807
H 0.5021 -0.1640 2.9913
H 0.5960 -1.7895 2.3673
H -2.9204 -1.2167 1.4072
H -1.9559 -1.6365 2.8079
H -0.8385 -3.4286 1.5959
H -2.5642 -3.5823 1.3564
H -1.2896 -3.8768 -0.7659
H -2.4699 -2.5872 -0.8424
H 1.7769 -1.7753 -0.6607
H 1.1671 -3.3897 -1.0186
H 1.0592 -2.7808 0.6044
H -1.3284 -1.5140 -2.7824
H -0.1333 -2.7907 -2.7827
H 0.3942 -1.1107 -2.6963
H -0.6544 1.6625 1.5114
H -1.4489 0.8785 2.8811
H -2.3426 1.1319 1.4000
C 4.9431 0.7215 8.2624
C 3.6209 0.9525 7.4839
C 2.5567 -0.0858 7.9103
C 2.7781 -1.4784 7.3302
C 2.9671 -1.4159 5.8188
C 4.0762 -0.4309 5.3961
N 3.9081 0.9187 6.0162
O 2.8811 1.5421 5.3763
C 5.4551 -1.0274 5.7695
C 4.1198 -0.3651 3.8482
C 3.1332 2.3443 7.9689
H 5.8141 1.0249 7.6758
H 4.9842 1.3125 9.1819
H 5.0761 -0.3176 8.5703
H 1.5627 0.2569 7.5977
H 2.5230 -0.1556 9.0032
H 3.6393 -1.9589 7.8049
H 1.9142 -2.1106 7.5623
H 3.1925 -2.4199 5.4435
H 2.0147 -1.1285 5.3574
H 6.2623 -0.3231 5.5465
H 5.6508 -1.9384 5.1959
H 5.5390 -1.3201 6.8146
H 3.1628 -0.0667 3.4114
H 4.3577 -1.3442 3.4225
H 4.8858 0.3357 3.5049
H 3.8373 3.1313 7.6870
H 3.0374 2.3592 9.0602
H 2.1478 2.6049 7.5756
```

Summary:
E_tot   -128761.790 eV
HOMO level (alpha / beta)   -4.30 / -4.30 eV
Spin multiplicity   3
⟨S²⟩   2.009
Total charge   -1